(1)
{
  "formula": "C26H35MnN4OS2Si",
  "method": "ωB97M-V with the def2-TZVPD basis set",
  "homo_lumo_gap_ev": [7.77, 7.84],
  "e_lumo_ha": [-0.074, -0.077],
  "largest_force_ev_per_a": 0.8,
  "multiplicity": 4,
  "total_charge": 1,
  "elements": ["Mn", "S", "S", "Si", "O", "N", "N", "N", "N", "C", "C", "C", "C", "C", "C", "C", "C", "C", "C", "C", "C", "C", "C", "C", "C", "C", "C", "C", "C", "C", "C", "C", "C", "C", "C", "H", "H", "H", "H", "H", "H", "H", "H", "H", "H", "H", "H", "H", "H", "H", "H", "H", "H", "H", "H", "H", "H", "H", "H", "H", "H", "H", "H", "H", "H", "H", "H", "H", "H", "H"],
  "xyz": [[1.01282, -0.45346, -0.44945], [3.24271, -0.18116, -0.38997], [-0.19833, 1.85448, 0.10423], [-1.47238, 2.30215, 4.67050], [1.16383, 1.27517, -7.38354], [1.24612, -1.54888, 1.33231], [0.86825, 0.05853, -2.31977], [0.93564, 0.82304, -4.65372], [-1.04131, -1.11466, -0.34671], [-2.06867, -0.10855, -0.57436], [-1.09538, -2.17984, -1.37737], [-1.18260, -1.69645, 1.01724], [0.11561, 0.45824, -6.90533], [-0.91673, 3.90811, 5.41755], [5.03120, -3.41795, 1.27100], [4.81323, -2.24420, 0.56862], [-4.05577, 1.79352, -1.06911], [3.99532, -4.02271, 1.96905], [-3.36389, -0.50004, -0.89476], [2.74079, -3.43141, 1.97654], [0.89604, 0.43118, -3.41704], [-0.72934, 0.83585, 5.55385], [2.52839, -2.25897, 1.26785], [-3.32856, 2.17212, 4.54959], [-0.89474, 2.19641, 2.90354], [-2.77617, 2.19472, -0.72673], [-0.60309, 2.05411, 1.73755], [3.55386, -1.64874, 0.54797], [-0.27438, 0.85450, -5.49093], [1.29705, -0.66616, 2.52845], [-4.35159, 0.44069, -1.13842], [0.07651, -2.44868, 1.40838], [-1.78847, 1.25206, -0.46706], [2.10023, 1.56030, -5.17857], [2.33823, 1.11529, -6.60993], [-1.01072, 0.83357, 6.60877], [-1.89057, -2.90118, -1.17368], [-0.68993, 1.86533, -5.48333], [6.01535, -3.86744, 1.26906], [-1.32404, 4.01335, 6.42511], [-1.00737, 0.16140, -5.08073], [4.16165, -4.94332, 2.51110], [-3.62163, 1.20374, 4.14013], [-0.14814, -2.71930, -1.40751], [5.61744, -1.77844, 0.01417], [-3.60788, -1.55198, -0.95969], [-2.04349, -2.37332, 1.05332], [-3.71803, 2.94849, 3.88861], [-0.05008, -2.86246, 2.41360], [-1.37902, -0.87270, 1.70476], [3.10901, 1.73208, -7.06750], [-1.26059, -1.72615, -2.35024], [1.93836, -3.89093, 2.54026], [1.88188, 2.63055, -5.14806], [0.24953, -3.28567, 0.73171], [1.39614, -1.27998, 3.42771], [-3.80697, 2.28722, 5.52357], [2.66302, 0.06774, -6.62868], [-5.35220, 0.11285, -1.38567], [-2.53311, 3.24570, -0.64116], [-4.81802, 2.53306, -1.27204], [-1.07316, -0.10393, 5.11636], [2.16189, -0.01190, 2.43764], [0.41660, -0.59680, -6.92763], [-0.73066, 0.59800, -7.57554], [2.96318, 1.35007, -4.54910], [0.17093, 3.95767, 5.48759], [-1.25704, 4.75913, 4.82602], [0.36104, 0.85994, 5.50129], [0.40221, -0.05301, 2.59835]]
}

---

(2)
{
  "formula": "C26H36AlCl2OP3",
  "method": "ωB97M-V with the def2-TZVPD basis set",
  "homo_lumo_gap_ev": 7.62,
  "e_lumo_ha": -0.246,
  "largest_force_ev_per_a": 2.1,
  "total_charge": 2,
  "elements": ["Cl", "Cl", "P", "P", "P", "Al", "O", "C", "C", "C", "C", "C", "C", "C", "C", "C", "C", "C", "C", "C", "C", "C", "C", "C", "C", "C", "C", "C", "C", "C", "C", "C", "C", "H", "H", "H", "H", "H", "H", "H", "H", "H", "H", "H", "H", "H", "H", "H", "H", "H", "H", "H", "H", "H", "H", "H", "H", "H", "H", "H", "H", "H", "H", "H", "H", "H", "H", "H", "H"],
  "xyz": [[-0.88890, 0.09976, -5.62519], [-2.47751, -0.24357, -2.17348], [-0.11266, 0.28566, 1.17433], [0.04282, -2.41159, -1.23177], [-0.17879, 2.24549, -1.48571], [-0.43641, -0.08260, -1.44159], [1.64026, 0.35583, -5.07611], [0.83297, 2.19488, 3.09453], [-1.76231, 3.02835, -1.03594], [3.11831, -1.29501, 3.25794], [-1.43556, -0.83236, 1.80346], [-0.27270, 1.66220, 2.40587], [4.14057, -1.13457, 2.31815], [0.85412, 0.11935, -5.97014], [-0.63584, 3.59383, 4.43285], [0.07978, 2.70460, -3.21477], [1.18370, -0.19232, -7.38944], [-1.71226, 3.17075, 3.64583], [-3.65853, -2.33199, 2.62546], [1.82080, -0.85933, 2.97103], [-2.39661, -2.59862, 3.16512], [1.01104, 3.24037, -0.53806], [-1.53698, 2.21722, 2.64626], [-3.80154, -1.33729, 1.65558], [-1.28052, -1.87284, 2.73173], [1.27123, -3.17998, -0.12710], [3.84742, -0.58624, 1.06827], [2.54716, -0.22809, 0.74227], [-2.70345, -0.59170, 1.25074], [0.40705, -3.10396, -2.86627], [-1.44311, -3.34361, -0.72100], [0.63979, 3.09823, 4.14072], [1.51645, -0.37304, 1.69049], [-2.38658, 1.88462, 2.05689], [2.27222, -0.19862, -7.52109], [-1.24259, -4.40516, -0.92336], [5.16737, -1.41803, 2.56339], [-2.69950, 3.58526, 3.83027], [1.17715, -4.27004, -0.22451], [-4.77389, -1.11324, 1.22274], [2.31466, 0.16655, -0.24625], [0.85827, 3.13403, 0.54391], [-2.82648, 0.16883, 0.47912], [1.08918, -2.90424, 0.92097], [1.43834, -2.84822, -3.15780], [-2.31420, -3.00904, -1.29473], [1.09744, 2.43080, -3.53449], [-2.28845, -3.36438, 3.93961], [-1.71242, 4.06617, -1.39341], [4.64220, -0.42827, 0.34374], [-1.90627, 3.02227, 0.05267], [1.49159, 3.42493, 4.73659], [1.06177, -0.88049, 3.75569], [0.73349, 0.55636, -8.05705], [0.84066, 4.28518, -0.82851], [2.28640, -2.88194, -0.41745], [-1.62729, -3.21233, 0.35238], [3.33193, -1.75403, 4.22540], [-0.29647, -2.10999, 3.12350], [-0.29288, -2.70868, -3.62087], [0.31070, -4.20155, -2.80477], [1.84450, 1.88138, 2.82047], [2.03298, 2.94028, -0.79836], [-4.53548, -2.87615, 2.97864], [-2.59311, 2.48989, -1.50577], [-0.65273, 2.20397, -3.86895], [-0.78805, 4.30224, 5.25882], [-0.04283, 3.79718, -3.27325], [0.76857, -1.17336, -7.65827]]
}

---

(3)
{
  "formula": "C26H36BCl2FO10S2Si",
  "method": "ωB97M-V with the def2-TZVPD basis set",
  "homo_lumo_gap_ev": 8.34,
  "e_lumo_ha": -0.036,
  "largest_force_ev_per_a": 3.3,
  "smiles": "C[Si](C)(C)c1c(CC(=O)Cl)cc(CCCF)c2c1C(=O)C(Cl)=C(OB(O)O)C2=O.O=S1(=O)CCCC1.O=S1(=O)CCCC1",
  "total_charge": 0,
  "elements": ["Cl", "Cl", "S", "S", "Si", "F", "O", "O", "O", "O", "O", "O", "O", "O", "O", "O", "C", "C", "C", "C", "C", "C", "C", "C", "C", "C", "C", "C", "C", "C", "C", "C", "C", "C", "C", "C", "C", "C", "C", "C", "C", "C", "B", "H", "H", "H", "H", "H", "H", "H", "H", "H", "H", "H", "H", "H", "H", "H", "H", "H", "H", "H", "H", "H", "H", "H", "H", "H", "H", "H", "H", "H", "H", "H", "H", "H", "H", "H", "H"],
  "xyz": [[-1.78902, 2.12527, 5.33307], [-4.68350, 1.06193, -3.46736], [4.09878, 0.67797, -0.00140], [7.64968, -2.96685, -3.65793], [-1.22527, -0.26035, 0.57255], [-9.38082, 1.31819, 4.77706], [6.28564, -3.43457, -3.61643], [-9.11431, 3.31520, -1.42796], [4.01540, 0.29899, 1.38926], [3.02787, 1.36947, -0.67597], [-2.66809, -0.22378, 6.21363], [-2.31063, 2.04413, -1.52490], [-6.21660, 4.10150, 0.43661], [7.98475, -1.56582, -3.57070], [-8.37743, 1.19583, -0.52393], [-6.94133, 2.50202, -2.11155], [-4.79127, 2.21201, 1.07574], [-7.60115, 1.68943, 3.11340], [8.45646, -3.67963, -5.09059], [9.08710, -5.10234, -3.17295], [6.64840, 0.50230, -0.57676], [5.61958, 1.58017, -0.25527], [-2.31792, 0.37508, 5.25648], [0.21165, 1.00459, 0.50734], [-5.17261, 2.09319, 2.47486], [-8.94030, 2.22446, 3.77119], [-2.26443, -0.24865, 3.80577], [-6.42581, 2.73978, 3.13796], [-5.78692, 2.45904, -1.33863], [-1.52041, -0.83034, -1.24900], [8.59348, -3.86367, -2.43450], [9.54536, -4.61108, -4.54938], [-3.36717, 1.80549, -1.00542], [-4.27981, 1.25873, 3.31261], [-0.66709, -1.82190, 1.50702], [-3.09871, 0.57642, 2.76295], [-5.68973, 3.06576, 0.10875], [-3.59934, 1.52716, 0.50848], [5.95120, -0.46558, -1.53624], [4.56366, -0.76324, -0.95988], [-2.71955, 0.66155, 1.32287], [-4.69143, 1.83801, -1.85836], [-8.12351, 2.28943, -1.35740], [6.93497, -0.02590, 0.33759], [5.47198, 2.24881, -1.10470], [0.38542, 1.52960, 1.48060], [-6.15932, 2.88079, 4.22734], [3.82781, -0.92580, -1.74598], [8.26920, -5.81884, -3.29017], [-9.76160, 2.27027, 3.00989], [6.52488, -1.38132, -1.67243], [-2.57930, -1.32837, 3.84025], [1.16727, 0.46416, 0.23265], [-1.48810, -2.38343, 2.01881], [9.89347, -5.59685, -2.63027], [-7.30303, 0.79426, 3.73222], [9.42732, -3.23031, -2.12736], [7.70671, -4.22882, -5.66017], [-2.60382, -0.90464, -1.51722], [-8.65124, 4.10149, -1.06921], [-0.13363, -2.48039, 0.76988], [0.11132, -1.54345, 2.27727], [-8.77672, 3.22508, 4.26348], [8.87558, -2.88165, -5.70153], [9.72883, -5.44046, -5.23359], [4.58523, -1.62145, -0.28788], [7.96304, -4.09652, -1.57760], [-6.68919, 3.74424, 2.73216], [-0.92956, -0.17119, -1.93980], [7.55063, 0.92853, -1.01705], [-1.06290, -1.85874, -1.36054], [-7.84657, 1.29467, 2.09485], [-8.84253, 1.58168, 0.24430], [5.86278, 2.15460, 0.63719], [5.84918, 0.00498, -2.51698], [10.48347, -4.05897, -4.44467], [-0.00859, 1.71380, -0.33770], [-4.58703, 1.17205, 4.38481], [-1.17087, -0.20719, 3.52650]]
}

---

> Number 2 is which compound?

C26H36AlCl2OP3